Entry 1:
Below is a structure of composition C26H23BrN10O4PmS3, with properties calculated with ωB97M-V/def2-TZVPD.

As for the expectation value of S²: 6.005. As for the highest occupied orbital energy (alpha / beta): -10.43 / -10.44 eV. For the energy above the lowest of the compared OMol25 structures with the same formula, charge and spin, the calculation gives 5.173 eV. As for the multiplicity: 5. For the HOMO-LUMO gap (alpha / beta), the calculation gives 6.84 / 6.85 eV. As for the charge: +1.

Last column: Mulliken spin population.
CARTESIAN COORDINATES (ANGSTROEM)
Pm -0.5274 0.2977 -0.0898  4.04
N 0.5201 4.5228 0.2843  0.00
C 0.6922 3.2141 0.5366  0.00
S -0.3874 2.4822 1.6696  -0.01
N 1.7123 2.5865 -0.0004  0.00
N 1.6838 1.2448 -0.0408  -0.01
C 2.8069 0.5879 -0.0270  -0.01
C 2.8095 -0.8240 -0.2568  0.00
C 3.9742 -1.5284 -0.3240  0.00
C 4.1932 -2.8993 -0.7028  0.00
C 3.2771 -3.7573 -1.1835  0.00
C 1.3262 -2.7626 0.1032  0.00
N 1.5038 -1.4042 -0.5231  0.01
H -0.1065 5.0403 0.8772  0.00
H 1.2096 5.0132 -0.2613  0.00
H 3.7547 1.1017 0.1086  0.00
H 4.8735 -0.9818 -0.0773  0.00
H 5.2186 -3.2335 -0.6367  0.00
H 3.5441 -4.7545 -1.4938  0.00
H 0.2533 -2.9662 0.1638  0.00
C 1.2497 0.2363 5.3207  0.00
C 0.4823 -0.6446 4.3968  0.00
C -0.2468 -1.7489 4.8360  0.00
C -0.9703 -2.4935 3.9213  0.00
C -0.9615 -2.0846 2.5970  0.00
Br -2.0032 -3.0363 1.3258  0.00
N -0.2579 -1.0514 2.1358  -0.01
C 0.4666 -0.3723 3.0335  0.00
H 0.8366 0.2020 6.3241  0.00
H 1.2311 1.2614 4.9593  0.00
H 2.2883 -0.0869 5.3718  0.00
H -0.2523 -2.0210 5.8812  0.00
H -1.5450 -3.3585 4.2161  0.00
H 1.0486 0.4609 2.6469  0.00
N 1.9082 -2.9390 1.3802  0.00
C 1.8487 -3.3798 -1.2380  0.00
N 1.6065 -2.0590 -1.8419  0.00
C 0.4585 -2.0869 -2.6510  0.01
C -0.0701 -3.3015 -2.8636  0.00
S 0.7272 -4.6046 -2.0279  0.00
C 0.0759 -0.8422 -3.3292  -0.01
C 0.2072 -0.6272 -4.6601  0.00
S -0.3031 0.9684 -5.0749  0.00
C -0.6751 1.2489 -3.3965  0.00
N -0.4227 0.2283 -2.6031  0.00
N -1.1425 2.4358 -2.9782  0.00
H 2.9216 -2.8863 1.3658  0.00
H 1.6306 -3.8215 1.7918  0.00
H -0.8722 -3.5465 -3.5308  0.00
H 0.6034 -1.2847 -5.4066  0.00
H -1.3937 3.1124 -3.6788  0.00
H -1.6428 2.4808 -2.0948  0.00
O -2.4410 1.7572 -0.4034  0.00
C -2.8738 0.9423 0.4479  -0.01
O -2.5107 -0.2658 0.4084  -0.01
C -3.6910 1.3935 1.6142  0.00
C -3.3660 0.8409 2.8526  0.00
C -4.0283 1.2406 3.9932  0.00
C -5.0190 2.2070 3.8817  0.00
C -5.3563 2.7637 2.6551  0.00
C -4.6805 2.3647 1.5157  0.00
N -5.7200 2.6312 5.0787  0.00
O -6.6039 3.4433 4.9473  0.00
O -5.3715 2.1338 6.1248  0.00
H -2.5741 0.1080 2.9147  0.00
H -3.7820 0.8341 4.9635  0.00
H -6.1361 3.5076 2.6178  0.00
H -4.9221 2.7757 0.5473  0.00

Entry 2:
Below is a structure of composition C16H24Ag2FNO11, with properties calculated with ωB97M-V/def2-TZVPD.

As for the expectation value of S²: 2.014. As for the highest occupied orbital energy (alpha / beta): -13.51 / -13.51 eV. As for the multiplicity: 3. For the HOMO-LUMO gap (alpha / beta), the calculation gives 6.17 / 1.81 eV. As for the charge: +2.

Last column: Mulliken spin population.
CARTESIAN COORDINATES (ANGSTROEM)
Ag 3.7764 -2.8796 -2.2214  0.02
Ag 1.5134 -0.6144 -4.0302  0.05
F 3.5230 -0.6273 -3.0336  0.06
N 1.0683 -1.2716 -0.8654  0.01
O 0.5000 -1.2518 0.1967  0.31
O 0.7209 -0.7688 -1.9033  0.13
O 2.1095 -1.9309 -0.8101  0.43
O -2.1033 -4.5568 4.9344  0.00
C -1.6203 -4.5185 3.8674  0.00
O -0.3259 -4.5897 3.6164  0.00
C 0.0498 -4.2163 2.2701  0.01
C -1.2502 -3.9547 1.5546  0.00
C -2.3973 -4.2225 2.5845  0.00
H 0.5297 -5.0652 1.7830  0.00
H 0.7392 -3.3727 2.2383  -0.01
H -1.3803 -4.5832 0.6736  0.00
H -1.2847 -2.9231 1.2045  0.00
H -2.8833 -5.1624 2.3229  0.00
H -3.1240 -3.4115 2.6325  0.00
O 2.1039 5.5173 0.4279  0.86
C 1.3142 4.5404 0.3142  -0.04
O 1.5275 3.3687 0.9767  0.07
C 0.6625 2.4088 0.4274  0.00
C -0.5837 3.2555 0.1784  0.01
C -0.0654 4.5764 -0.3737  0.09
H 0.5144 1.5642 1.1005  0.01
H 1.1675 1.9924 -0.4442  0.00
H -1.1743 3.4724 1.0685  0.00
H -1.2580 2.7135 -0.4846  0.01
H -0.6308 5.4755 -0.1286  0.00
H 0.0869 4.6381 -1.4512  -0.01
O 2.1342 0.0957 5.4004  0.00
C 2.5377 -0.1649 4.2631  0.00
O 3.8036 -0.6121 3.9970  0.00
C 4.0014 -0.6249 2.5477  0.00
C 2.9349 0.3280 2.0817  0.00
C 1.7644 0.0040 2.9693  0.00
H 3.9103 -1.5630 2.0003  0.00
H 4.9578 -0.1914 2.2553  0.00
H 2.6209 0.2478 1.0410  0.00
H 3.3725 1.3192 2.2006  0.00
H 1.2021 -0.8870 2.6897  0.00
H 1.0861 0.8376 3.1510  0.00
O -0.5502 0.5012 -4.2279  0.00
C -1.7200 0.8881 -4.3854  0.00
O -2.2401 0.8025 -5.6325  0.00
C -3.4165 1.6645 -5.5878  0.00
C -3.9639 1.6612 -4.1333  0.00
C -2.6865 1.5045 -3.3502  0.00
H -4.1131 1.1744 -6.2680  0.00
H -3.1050 2.6487 -5.9379  0.00
H -4.5774 0.7619 -4.0773  0.00
H -4.5043 2.6054 -4.0655  0.00
H -2.8654 0.8736 -2.4796  0.00
H -2.4089 2.5229 -3.0783  0.00

Entry 3:
Below is a cluster of 2 separate species, C9H18N6OS in total, with properties calculated with ωB97M-V/def2-TZVPD.

As for the highest occupied orbital energy: -9.19 eV. The SMILES is N#CC[C@@](S)(C#N)CC(N)(N)N.CNC(C)=O. For the HOMO-LUMO gap, the calculation gives 9.37 eV. As for the charge: 0.

Last column: Mulliken charge in e.
CARTESIAN COORDINATES (ANGSTROEM)
N 0.2160 1.6568 3.2361  -0.42
C -0.7438 1.2491 2.7576  0.12
C -1.9090 0.5573 2.2021  -0.93
C -1.4948 -0.7346 1.4344  1.12
S -3.1123 -1.5043 1.0744  -0.22
C -0.8879 -0.3087 0.1656  -0.16
N -0.4524 0.0418 -0.8363  -0.40
C -0.4944 -1.5529 2.2777  -1.46
C -0.2539 -3.0429 1.9575  0.43
N -1.3044 -3.8852 2.4922  -0.57
N -0.1345 -3.1918 0.5067  -0.46
N 0.9999 -3.4781 2.6006  -0.71
H -2.4305 1.2309 1.5219  0.48
H -2.5720 0.2815 3.0226  0.46
H -2.6590 -2.6262 0.5085  0.19
H 0.4652 -1.0500 2.1420  0.53
H -0.7451 -1.4417 3.3362  0.39
H -1.7095 -4.5090 1.8104  0.28
H -2.0407 -3.3570 2.9370  0.28
H -0.4499 -4.1185 0.2385  0.25
H 0.8476 -3.1784 0.2501  0.24
H 0.8651 -3.4943 3.6055  0.27
H 1.7534 -2.8274 2.3983  0.28
C 0.3965 2.4264 -2.8237  -0.78
N 0.5926 3.3992 -3.8834  -0.12
C 1.7418 4.0177 -4.2612  0.74
C 2.9991 3.6686 -3.4963  -1.21
O 1.7504 4.8197 -5.1802  -0.65
H 0.0135 1.4869 -3.2191  0.28
H -0.3134 2.8041 -2.0867  0.26
H 1.3347 2.2233 -2.3190  0.29
H -0.2079 3.6730 -4.4311  0.22
H 3.8189 4.2419 -3.9179  0.29
H 2.8954 3.9174 -2.4396  0.34
H 3.2253 2.6052 -3.5817  0.34

| no. | total energy (eV) |
| --- | --- |
| 1 | -169522.224 |
| 2 | -51682.663 |
| 3 | -31448.002 |